No. 1
Molecular formula: C41H31BiN10O7S
Method: DFT, wB97M-V/def2-TZVPD

```
91
Properties=species:S:1:pos:R:3:forces:R:3:mulliken_charge:R:1
Bi 0.03510 -0.06478 -0.38252 -0.2 0.1 -0.3 2.095
C -0.94193 -1.77489 -4.98229 -0.1 0.0 0.0 -0.452
C -0.18187 -1.14228 -4.00720 0.1 0.1 0.0 -0.293
N -0.71238 -0.22789 -3.20743 0.1 0.1 0.1 0.013
C -2.00353 0.05676 -3.35679 0.0 -0.1 0.0 -0.285
C -2.75329 -0.57511 -4.34551 0.0 0.0 -0.1 -0.769
N -2.22268 -1.47768 -5.16093 0.0 0.0 0.0 -0.580
C -2.63136 0.97046 -2.36885 -0.1 0.0 0.0 0.189
C -3.76894 1.68291 -2.68600 0.0 0.0 0.0 -0.820
C -4.42548 2.40068 -1.68604 0.0 0.0 0.0 0.508
C -3.88008 2.39748 -0.41797 -0.1 0.0 0.1 -1.007
C -2.67366 1.74107 -0.17484 0.1 -0.1 -0.2 0.755
N -2.09072 1.02351 -1.14138 -0.1 0.0 0.2 0.418
C -1.97666 1.81294 1.12848 0.0 0.1 0.2 -0.499
C -2.39654 2.72158 2.03384 0.1 0.0 0.0 -0.805
N -1.73299 2.92552 3.24319 0.0 0.0 0.2 -0.665
C -0.65425 2.29628 3.44614 0.0 0.0 -0.1 -0.253
C -0.03780 1.28145 2.48924 -0.3 0.1 0.0 0.594
N -0.90534 0.97566 1.35335 0.1 0.1 -0.1 0.595
C -5.68850 3.12472 -1.97096 0.0 0.0 0.0 0.456
C -6.01644 4.30048 -1.30415 0.1 0.0 0.0 -0.539
C -7.21522 4.93064 -1.59682 -0.1 0.0 -0.1 -0.393
N -8.08691 4.47515 -2.49504 0.0 0.0 0.0 -0.625
C -7.76873 3.35126 -3.13379 0.0 0.1 0.0 -0.395
C -6.59590 2.64777 -2.91028 0.0 -0.1 0.0 -0.566
H -0.52059 -2.54914 -5.61139 0.0 0.1 0.0 0.402
H 0.86446 -1.37816 -3.85546 -0.1 -0.1 0.0 0.403
H -3.80945 -0.37045 -4.47631 0.0 0.0 0.1 0.524
H -4.13412 1.69562 -3.70285 0.0 0.0 0.0 0.924
H -4.40355 2.88708 0.38761 0.0 0.0 0.0 0.847
H -3.22712 3.38179 1.85401 0.0 0.0 0.0 0.491
H -0.11472 2.48787 4.37341 0.0 0.0 0.0 0.286
H 0.93614 1.67417 2.16377 0.1 0.0 0.0 -0.341
H -5.33719 4.74296 -0.58551 0.0 0.0 0.0 0.505
H -7.48938 5.84902 -1.08916 0.0 0.0 0.0 0.373
H -8.49105 2.99316 -3.85911 0.0 0.0 0.0 0.375
H -6.41618 1.72161 -3.44188 0.0 0.0 0.0 0.488
O -3.23151 -5.29238 -1.33926 0.1 -0.1 -0.1 -0.549
C -3.56582 -4.78936 -0.17052 0.0 0.0 0.2 0.360
O -4.44790 -5.24831 0.51668 0.0 0.0 -0.1 -0.626
C -2.80674 -3.59200 0.29944 0.1 0.0 -0.2 0.442
C -3.12728 -2.90479 1.45412 -0.1 0.1 0.0 -0.511
N -2.27488 -1.88076 1.56373 -0.2 -0.1 -0.1 -0.045
N -1.38874 -1.87680 0.56428 0.1 -0.2 0.0 0.558
C -1.68840 -2.90637 -0.22189 -0.1 0.0 0.0 -0.547
C -0.81402 -3.13979 -1.43948 0.0 -0.1 -0.1 0.730
O -1.25207 -3.91225 -2.31398 0.1 0.0 0.1 -0.898
O 0.27216 -2.50800 -1.44826 -0.1 0.1 0.1 -0.633
H -2.46643 -4.79047 -1.76506 -0.1 0.0 0.0 0.444
H -3.90782 -3.10248 2.17156 0.1 0.0 0.0 0.513
H -2.09290 -1.24461 2.33440 0.0 0.1 0.0 0.071
C 2.84282 4.63044 -6.15647 0.0 0.0 0.1 -1.457
C 2.62232 4.22596 -4.72200 0.0 0.0 0.0 0.942
C 2.72305 5.15882 -3.69229 0.0 0.0 0.0 -0.803
C 2.49550 4.79633 -2.37420 0.1 0.0 0.0 -0.738
C 2.17112 3.48004 -2.08085 -0.1 0.0 0.0 0.277
C 2.08929 2.52695 -3.08656 0.1 0.1 0.0 -0.252
C 2.31757 2.90565 -4.39923 0.0 -0.1 0.0 -0.872
S 1.60665 3.10355 -0.44250 0.1 -0.2 -0.1 1.316
O 0.18166 3.31744 -0.49065 -0.1 -0.2 0.1 -0.665
O 2.39345 3.85640 0.49694 0.0 0.1 0.0 -0.722
N 1.81559 1.52056 -0.24004 0.1 -0.2 0.3 0.180
C 3.04375 0.98219 0.14227 0.1 0.2 -0.1 0.130
C 4.27310 1.56353 -0.09733 -0.1 0.0 0.0 -0.675
C 5.46936 0.95181 0.31385 0.1 0.0 0.0 -1.054
C 5.46705 -0.24894 0.96263 0.1 0.0 0.0 -0.937
C 4.23714 -0.89218 1.21723 -0.1 0.0 0.0 1.216
C 4.15218 -2.14411 1.86611 0.0 0.0 0.0 -0.860
C 2.94203 -2.74306 2.06304 0.0 -0.1 0.1 -1.234
C 1.78638 -2.08990 1.61165 0.0 0.1 -0.1 -0.122
N 1.82476 -0.91170 1.02722 0.2 0.0 0.0 0.721
C 3.02650 -0.28651 0.80602 0.0 -0.1 0.0 -0.723
H 3.86138 4.40015 -6.47628 0.0 0.0 0.0 0.291
H 2.68329 5.69958 -6.29091 0.0 0.0 0.0 0.376
H 2.15929 4.09711 -6.81736 0.0 0.0 0.0 0.372
H 2.97939 6.18542 -3.92716 0.0 0.0 0.0 0.364
H 2.56727 5.52131 -1.57193 0.0 0.0 -0.1 0.453
H 1.84622 1.50099 -2.84126 0.0 0.0 0.0 0.286
H 2.25491 2.16350 -5.18874 0.0 0.0 0.0 0.422
H 4.30751 2.52368 -0.59420 0.1 0.0 0.0 0.537
H 6.40944 1.44589 0.10154 0.0 0.0 0.0 0.409
H 6.38967 -0.72309 1.27537 0.0 0.0 0.0 0.412
H 5.06789 -2.62153 2.19604 0.0 0.0 0.0 0.438
H 2.85707 -3.70414 2.55036 0.0 0.0 0.0 0.504
H 0.80615 -2.53506 1.73122 0.0 0.0 0.0 0.424
C 1.47080 0.03020 4.16728 0.0 0.0 0.0 -1.435
C 0.20733 0.04411 3.35211 0.2 0.0 0.0 0.859
O -0.60396 -0.85302 3.41004 0.1 0.0 0.1 -0.655
H 1.46947 0.86662 4.87010 0.0 0.0 0.0 0.389
H 2.34174 0.15651 3.51911 0.0 0.0 0.0 0.229
H 1.54349 -0.90272 4.72089 0.0 0.0 0.0 0.394
```
Positions in Å, forces in eV/Å.

Its total energy is -3268.135798 a.u. The HOMO-LUMO gap is 6.851 eV. As for the relative energy (zero: lowest compared OMol25 entry of this formula, charge and spin): 66.53 kJ/mol. As for the HOMO energy: -7.774 eV. The LUMO energy comes out at -0.9 eV.

***

No. 2
Molecular formula: C41H31Cl2N5O3S2Tc
Method: DFT, wB97M-V/def2-TZVPD

```
85
Properties=species:S:1:pos:R:3:forces:R:3:mulliken_charge:R:1
Tc -0.09686 -0.28362 0.14114 -0.2 0.4 -0.6 -0.385
N 6.96805 0.10040 7.57609 0.0 0.0 0.0 -0.448
C 6.17861 0.04643 6.74511 0.0 0.0 0.0 -0.222
C 5.18976 -0.02084 5.70566 0.0 0.0 0.0 0.583
C 5.09403 -1.16312 4.91512 0.0 0.0 0.0 -0.869
C 4.14413 -1.22279 3.91064 0.0 0.0 0.0 -0.043
C 3.28201 -0.14973 3.70680 0.0 0.0 0.1 -0.351
C 3.37604 0.99090 4.50028 0.0 0.0 0.0 0.015
C 4.33451 1.05890 5.49604 0.0 0.0 0.0 -0.887
C 2.25085 -0.21331 2.64206 0.0 0.1 -0.1 1.776
C 0.92508 -0.34105 3.03095 0.1 -0.1 0.0 -0.490
C 0.42661 -0.42284 4.34840 0.0 0.0 -0.1 -0.554
C -0.95298 -0.49278 4.26962 0.0 0.0 -0.1 -1.699
C -1.27238 -0.46737 2.91298 0.0 0.0 0.0 -0.714
N -0.16165 -0.39579 2.15088 0.0 0.3 0.1 1.391
C 2.69174 -0.09017 1.31334 0.0 -0.1 0.1 -0.970
C 3.99834 0.14623 0.88071 -0.1 0.0 0.0 -0.304
C 3.96879 0.28020 -0.51144 -0.1 0.0 0.0 -1.644
C 2.65359 0.12778 -0.89708 0.0 0.0 0.0 -0.900
N 1.85766 -0.10870 0.19150 0.3 0.1 0.0 1.128
H 5.76066 -1.99544 5.09135 0.0 0.0 0.0 0.480
H 4.06725 -2.10916 3.29380 0.0 0.0 0.0 0.602
H 2.70969 1.82649 4.32822 0.0 0.0 0.0 0.586
H 4.42403 1.94236 6.11229 0.0 0.0 0.0 0.484
H 1.02996 -0.42170 5.24058 0.0 0.0 0.0 0.718
H -1.65428 -0.55302 5.08436 0.0 0.0 0.0 0.551
H -2.24942 -0.48770 2.45517 0.0 0.0 0.0 0.647
H 4.85851 0.23068 1.52369 0.0 0.0 0.0 0.699
H 4.80053 0.47916 -1.16536 0.0 0.0 0.0 0.514
H 2.21978 0.17338 -1.88403 0.0 0.0 0.0 0.596
Cl -4.37247 -0.27282 -5.85087 0.0 0.0 0.0 -0.160
C -3.16378 -0.25391 -4.63016 -0.1 0.0 0.1 -0.028
C -1.81536 -0.16621 -5.00546 0.0 0.0 0.0 -0.467
C -0.81440 -0.14330 -4.06068 -0.1 0.0 0.1 0.157
Cl 0.83218 -0.03773 -4.54462 0.0 0.0 0.0 -0.181
C -1.11940 -0.20365 -2.68759 0.0 0.0 -0.1 -0.336
O -0.14209 -0.15326 -1.81510 0.1 0.0 0.1 0.489
C -2.48445 -0.30243 -2.31810 -0.1 0.0 0.0 1.339
C -2.89724 -0.41141 -0.96610 0.0 0.0 -0.1 -0.385
O -2.15718 -0.42468 0.04727 0.0 0.0 0.1 -0.203
C -3.49932 -0.32708 -3.30409 0.1 0.0 -0.1 -1.226
H -1.55682 -0.11760 -6.05494 0.0 0.0 0.0 0.506
H -3.96872 -0.50569 -0.76942 0.0 0.0 0.0 0.372
H -4.53599 -0.40456 -3.00466 0.0 0.0 0.0 0.519
C -5.72183 3.56241 2.47828 0.0 0.0 0.0 -1.518
C -4.35305 3.25325 1.95182 0.0 0.0 -0.1 0.844
C -4.14025 3.03161 0.58901 0.0 0.0 0.0 -0.853
C -2.87354 2.76802 0.09928 0.0 0.1 0.0 -0.700
C -1.80471 2.73835 0.98656 -0.1 0.0 -0.2 0.400
C -1.98203 2.94016 2.34586 0.0 0.0 0.0 -0.582
C -3.25969 3.20161 2.81433 0.0 0.0 0.0 -0.677
S -0.17897 2.34553 0.41525 0.1 -0.7 1.0 1.399
C 0.20184 3.70542 -0.66943 -0.1 -0.2 -0.2 -1.332
O 0.74199 2.40360 1.56226 0.2 0.3 0.0 -0.655
H -6.47833 3.47884 1.70122 0.0 0.0 0.0 0.366
H -5.75643 4.57812 2.87417 0.0 0.0 0.0 0.351
H -5.98742 2.88876 3.29320 0.0 0.0 0.0 0.370
H -4.97816 3.08374 -0.09473 0.0 0.0 0.0 0.394
H -2.72687 2.61014 -0.96453 0.0 0.0 0.0 0.401
H -1.13150 2.90384 3.01289 0.0 0.0 0.0 0.567
H -3.40994 3.37848 3.87191 0.0 0.0 0.0 0.461
H 0.16483 4.58178 -0.02270 0.0 0.0 0.0 0.470
H -0.53444 3.77283 -1.46839 0.0 0.0 0.0 0.433
H 1.20063 3.54871 -1.07015 0.0 0.0 0.0 0.447
S 0.39921 -6.89949 -0.14653 0.0 0.0 0.0 -0.053
C 0.22882 -5.12647 -0.10268 0.0 0.0 0.0 0.142
C -0.75786 -4.52036 0.66802 -0.1 0.0 0.0 -0.854
C -0.83888 -3.14577 0.70994 0.0 -0.1 0.0 -0.351
N 0.01050 -2.36455 0.02131 0.0 -0.1 0.0 0.731
C 0.94795 -2.93788 -0.75426 -0.1 -0.1 0.0 -0.320
C 1.07748 -4.30737 -0.84103 0.0 0.1 0.0 -0.848
C 1.52050 -7.01020 1.24642 0.1 0.0 0.1 0.427
C 1.03135 -7.17687 2.53351 0.0 0.0 -0.1 -0.172
C 1.94712 -7.24587 3.57456 0.0 0.0 0.1 -0.447
N 3.26199 -7.16569 3.40454 0.0 0.0 0.0 -0.544
C 3.71509 -7.03224 2.16300 0.1 0.0 0.0 -0.476
C 2.89206 -6.95042 1.04848 -0.1 0.0 0.0 -0.164
H -1.45486 -5.11556 1.24095 0.0 0.0 0.0 0.482
H -1.58560 -2.64360 1.30799 0.0 0.0 0.0 0.520
H 1.59559 -2.27477 -1.30902 0.0 0.0 0.0 0.566
H 1.84447 -4.73162 -1.47344 0.0 0.0 0.0 0.489
H -0.02943 -7.26234 2.72447 0.0 0.0 0.0 0.409
H 1.60199 -7.37748 4.59353 0.0 0.0 0.0 0.382
H 4.79208 -6.99406 2.04669 0.0 0.0 0.0 0.395
H 3.31241 -6.85614 0.05679 0.0 0.0 0.0 0.408
```
Positions in Å, forces in eV/Å.

Its total energy is -3877.529587 a.u. As for the expectation value of S²: 3.781. The HOMO-LUMO gap (alpha / beta) is 7.042 / 5.688 eV. As for the relative energy (zero: lowest compared OMol25 entry of this formula, charge and spin): 96.75 kJ/mol. Its spin multiplicity is 4. As for the charge: +2. As for the HOMO energy (alpha / beta): -13.683 / -13.646 eV. The LUMO energy (alpha / beta) comes out at -6.6 / -8.0 eV.

***

Number 2 is which compound?
C41H31Cl2N5O3S2Tc

***

Which value of total energy does entry 1 give?
-3268.135798 a.u.